# 1
{"formula": "C23H48BF3O15P", "method": "ωB97M-V/def2-TZVPD", "elements": ["C", "C", "B", "O", "P", "C", "C", "O", "C", "C", "F", "F", "F", "O", "C", "C", "O", "C", "C", "C", "O", "O", "H", "H", "H", "H", "H", "H", "H", "H", "H", "H", "H", "H", "H", "H", "H", "H", "H", "H", "H", "H", "H", "H", "H", "H", "C", "C", "O", "C", "O", "O", "C", "H", "H", "H", "H", "H", "H", "H", "H", "C", "C", "O", "C", "O", "O", "C", "H", "H", "H", "H", "H", "H", "H", "H", "C", "C", "O", "C", "O", "O", "C", "H", "H", "H", "H", "H", "H", "H", "H"], "positions_angstrom": [[-1.12407, -1.44893, 2.91202], [-0.77419, -0.13378, 2.16586], [-0.83626, -0.38523, 0.60333], [0.40907, -0.62739, -0.02429], [-2.47976, -0.32252, -0.49731], [-2.01279, -1.86259, -1.54399], [-1.96201, -3.20602, -0.84646], [-3.24768, -3.84166, -0.82317], [-3.73302, -4.18949, 0.42752], [-3.36909, -5.61317, 0.79034], [-3.98152, -5.97957, 1.94003], [-2.04569, -5.78368, 0.97975], [-3.74346, -6.49843, -0.15227], [-2.85581, 1.21156, 0.35905], [-3.95446, 1.10889, 1.21339], [-4.38257, -0.35665, 1.36807], [-5.68881, -0.49417, 0.79293], [-6.25329, -1.76744, 0.97423], [-7.67049, -1.65471, 1.52511], [-8.56419, -2.77421, 1.02259], [-7.64295, -1.64429, 2.96189], [-3.46037, -1.18147, 0.78391], [-1.32595, -2.27686, 2.22951], [-0.32696, -1.75536, 3.59000], [-2.03712, -1.33345, 3.49564], [0.22350, 0.19681, 2.47323], [-1.46823, 0.65156, 2.46390], [0.48849, -1.56130, -0.24258], [-1.78226, 0.48284, -1.49450], [-3.71096, -0.16183, -1.22977], [-1.05099, -1.65481, -2.01529], [-2.74610, -1.94849, -2.35251], [-1.29247, -3.89982, -1.37312], [-1.56970, -3.12402, 0.17664], [-4.82300, -4.14211, 0.41616], [-3.39080, -3.51644, 1.21689], [-4.80314, 1.68377, 0.82609], [-3.66854, 1.49235, 2.20144], [-4.49207, -0.61800, 2.43288], [-6.27164, -2.28357, 0.00663], [-5.65555, -2.35450, 1.67740], [-8.07409, -0.68641, 1.22448], [-8.16515, -3.74443, 1.33488], [-9.57635, -2.67166, 1.41469], [-8.61110, -2.77475, -0.06495], [-8.06934, -2.44464, 3.27795], [2.50230, 1.36284, 0.97391], [2.85392, 1.82437, 2.36664], [4.10898, 1.26601, 2.82725], [5.20195, 1.84128, 2.35831], [5.26548, 2.80259, 1.63136], [6.26697, 1.17031, 2.82387], [7.51456, 1.67465, 2.34982], [2.48786, 0.27630, 0.91612], [1.51156, 1.72355, 0.70150], [3.22214, 1.74599, 0.24993], [2.12529, 1.46467, 3.09063], [2.90716, 2.91032, 2.44161], [7.60847, 2.73799, 2.55933], [7.61057, 1.50470, 1.27740], [8.28638, 1.12495, 2.88063], [12.79939, 6.23381, 3.69066], [12.85511, 4.82159, 3.15202], [11.54612, 4.30591, 2.85566], [11.00534, 4.74240, 1.71654], [11.52822, 5.48429, 0.92384], [9.79158, 4.21159, 1.60363], [9.05109, 4.62885, 0.44731], [12.14538, 6.28219, 4.56189], [13.79864, 6.55416, 3.98717], [12.42536, 6.92215, 2.93474], [13.24929, 4.13402, 3.89801], [13.47625, 4.75848, 2.25884], [9.63096, 4.46163, -0.45740], [8.79189, 5.68272, 0.52903], [8.14980, 4.02305, 0.44533], [-4.29376, -0.13083, -8.85316], [-4.18116, 0.48925, -7.47719], [-5.03906, -0.15337, -6.52266], [-4.59099, -1.32307, -6.05464], [-3.55757, -1.85640, -6.36886], [-5.48815, -1.79689, -5.19780], [-5.14215, -3.05298, -4.60648], [-5.33234, -0.12856, -9.18717], [-3.69754, 0.44098, -9.56541], [-3.93192, -1.15751, -8.84387], [-4.52010, 1.52371, -7.48685], [-3.15518, 0.46517, -7.11119], [-4.16140, -3.01358, -4.13826], [-5.16522, -3.84263, -5.35691], [-5.88855, -3.25060, -3.84327]], "forces_ev_per_a": [[-0.084, 0.080, -0.011], [-0.006, 0.223, 0.148], [-0.008, -0.093, -0.042], [-0.082, -0.397, 0.511], [0.307, 0.583, -0.750], [-0.564, -0.228, 0.285], [0.385, -0.213, -0.205], [-0.091, 0.167, -0.035], [-0.107, -0.044, 0.098], [0.028, 0.004, 0.041], [0.018, -0.012, 0.004], [-0.003, -0.009, -0.030], [0.003, 0.005, 0.043], [-0.240, -0.306, 0.084], [0.334, 0.209, -0.220], [-0.041, -0.208, -0.004], [-0.099, 0.152, 0.197], [-0.033, 0.172, -0.140], [-0.019, -0.121, 0.110], [0.072, -0.038, 0.032], [-0.069, 0.132, 0.004], [0.212, -0.079, 0.041], [0.084, -0.056, -0.027], [0.019, -0.034, -0.009], [-0.005, -0.002, 0.032], [0.031, -0.032, -0.075], [-0.064, -0.017, -0.023], [-0.054, 0.149, -0.493], [0.106, -0.029, 0.145], [-0.046, -0.048, 0.107], [0.117, 0.016, 0.091], [0.032, 0.023, -0.055], [-0.007, 0.008, 0.023], [-0.119, 0.079, 0.023], [-0.020, -0.050, -0.084], [0.063, -0.001, 0.011], [-0.066, 0.048, 0.154], [-0.167, 0.104, 0.064], [0.037, -0.090, 0.003], [0.046, -0.080, 0.008], [-0.037, -0.106, -0.021], [0.020, 0.026, -0.108], [0.005, -0.025, -0.001], [-0.043, 0.003, 0.015], [-0.034, 0.028, -0.047], [0.052, -0.033, 0.007], [0.332, 0.035, -0.010], [-0.240, 0.108, 0.057], [0.047, -0.007, 0.010], [0.063, -0.070, -0.099], [-0.013, 0.009, 0.049], [-0.070, 0.050, -0.013], [0.120, 0.013, 0.042], [-0.108, 0.055, 0.019], [-0.007, -0.038, 0.016], [-0.021, 0.044, 0.006], [0.048, -0.034, 0.014], [0.064, -0.002, -0.045], [0.011, -0.001, -0.007], [-0.011, 0.032, -0.006], [-0.040, -0.032, 0.016], [-0.113, 0.010, -0.011], [0.159, -0.035, 0.025], [-0.049, 0.020, -0.019], [0.018, 0.022, -0.020], [-0.018, -0.013, 0.022], [-0.023, -0.025, 0.027], [-0.048, -0.052, 0.000], [0.033, -0.004, 0.021], [0.006, -0.001, 0.006], [0.025, -0.005, -0.016], [-0.037, -0.013, 0.001], [-0.045, 0.033, -0.028], [0.009, 0.012, 0.001], [0.033, 0.012, -0.016], [-0.011, 0.021, 0.007], [-0.071, -0.080, 0.030], [0.091, 0.135, -0.019], [-0.015, -0.073, 0.001], [-0.005, 0.022, -0.044], [-0.025, -0.002, 0.010], [-0.021, 0.033, 0.015], [0.035, -0.201, 0.175], [0.010, 0.033, -0.017], [0.000, 0.010, -0.003], [0.026, 0.010, 0.005], [-0.025, -0.013, 0.022], [-0.006, -0.059, 0.003], [0.028, 0.051, -0.062], [0.064, 0.027, -0.028], [-0.061, 0.108, -0.036]], "e_lumo_ha": 0.071, "e_homo_ha": -0.144, "e_tot_ha": -2699.64628, "total_charge": -1}



# 2
{"formula": "C3H6ClNO3", "method": "ωB97M-V/def2-TZVPD", "elements": ["C", "C", "C", "N", "O", "O", "O", "Cl", "H", "H", "H", "H", "H", "H"], "positions_angstrom": [[-1.22762, 1.04857, -0.06831], [2.46495, -1.14017, -0.57159], [-1.02643, -0.20489, 0.26636], [-0.23339, -0.51003, 1.38163], [-2.11574, 1.46777, -1.03848], [-0.62269, 2.06219, 0.48782], [2.30687, -0.71559, -1.70483], [-1.93806, -1.51620, -0.39209], [2.85118, -2.20802, -0.39454], [2.24850, -0.71487, 0.32277], [-2.62745, 0.66986, -1.24894], [0.12977, 0.40879, 1.82149], [0.24620, -1.34289, 1.37061], [-0.45611, 2.69548, -0.23190]], "forces_ev_per_a": [[-1.958, -0.519, -2.291], [0.981, -3.116, -4.195], [0.553, -0.701, 1.059], [-1.184, 4.176, 1.003], [0.044, -0.794, 0.431], [1.358, 1.727, 0.639], [0.174, -0.172, 2.055], [-0.076, 0.066, -0.119], [-0.198, 0.902, -0.501], [-0.897, 2.434, 2.576], [-0.081, 0.353, -0.360], [-0.346, -2.772, -0.862], [1.576, -1.665, 0.133], [0.054, 0.081, 0.433]], "e_lumo_ha": 0.021, "smiles": "NC(Cl)=C(O)O.C=O", "de_lowest_kcal_mol": 42.4, "e_homo_ha": -0.285, "e_tot_ha": -858.50043, "total_charge": 0}



# 3
{"formula": "C53H39BNO11", "method": "ωB97M-V/def2-TZVPD", "elements": ["C", "C", "B", "O", "O", "C", "O", "C", "C", "C", "N", "C", "C", "C", "O", "C", "O", "C", "H", "H", "H", "H", "H", "H", "H", "H", "H", "H", "H", "H", "H", "H", "H", "C", "C", "C", "C", "C", "C", "C", "O", "C", "C", "C", "C", "C", "C", "C", "O", "H", "H", "H", "H", "H", "H", "H", "H", "C", "C", "C", "C", "C", "C", "C", "O", "C", "C", "C", "C", "C", "C", "C", "O", "H", "H", "H", "H", "H", "H", "H", "H", "C", "C", "C", "C", "C", "C", "C", "O", "C", "C", "C", "C", "C", "C", "C", "O", "H", "H", "H", "H", "H", "H", "H", "H"], "positions_angstrom": [[5.79712, -4.15884, 4.89314], [6.16128, -3.26935, 3.62145], [5.05500, -2.09485, 3.48036], [3.91172, -2.40195, 2.73710], [5.34307, -0.81664, 4.09099], [4.54825, -0.57288, 5.21574], [5.00257, -0.45957, 6.30651], [3.00745, -0.40421, 4.91223], [2.46276, 0.78931, 4.23307], [1.03791, 0.80584, 3.97415], [0.23537, -0.26508, 4.33746], [0.70952, -1.38858, 4.99338], [-0.31580, -2.51421, 5.34075], [0.12748, -3.86851, 4.59711], [0.89936, -3.62758, 3.40480], [0.09620, -3.24900, 2.33432], [0.15833, -3.71327, 1.23869], [2.13727, -1.51197, 5.30685], [6.36798, -3.77241, 5.77379], [4.69361, -4.05928, 5.08059], [6.05139, -5.22738, 4.66600], [7.14929, -2.74706, 3.68080], [6.06030, -3.87142, 2.67420], [3.35719, -1.61968, 2.56780], [3.17048, 1.59819, 3.94702], [0.56740, 1.66523, 3.43961], [-0.76169, -0.23741, 4.11531], [-0.34830, -2.66079, 6.44973], [-1.35648, -2.22998, 5.00484], [-0.75363, -4.54269, 4.42982], [0.81609, -4.41534, 5.30371], [-0.68508, -2.43841, 2.49840], [2.47733, -2.43879, 5.82336], [-1.26336, 3.02378, -2.81504], [-0.42772, 2.43503, -1.87045], [-0.69479, 2.58401, -0.51742], [-1.79291, 3.33322, -0.10162], [-2.61649, 3.94353, -1.04923], [-2.35506, 3.77710, -2.40623], [-3.76143, 4.78585, -0.62245], [-4.48005, 5.31424, -1.44625], [-4.00599, 4.97758, 0.82817], [-5.03987, 5.80999, 1.24611], [-5.28541, 5.98586, 2.60090], [-4.50465, 5.32343, 3.54394], [-3.46937, 4.49691, 3.13254], [-3.21032, 4.32859, 1.77418], [-2.07999, 3.47186, 1.34612], [-1.39093, 2.89264, 2.17397], [-1.05871, 2.89912, -3.87229], [0.43165, 1.85788, -2.19148], [-0.04390, 2.11939, 0.21359], [-2.99857, 4.23760, -3.14688], [-5.65300, 6.32581, 0.51655], [-6.08787, 6.63869, 2.92383], [-4.70211, 5.45625, 4.60131], [-2.86156, 3.98752, 3.87070], [4.61523, 6.45912, -8.01268], [4.67601, 7.84977, -8.04410], [3.88733, 8.60025, -7.18397], [3.02513, 7.96323, -6.29630], [2.94654, 6.56920, -6.28163], [3.75250, 5.81957, -7.13450], [1.99692, 5.87747, -5.37594], [1.92939, 4.66176, -5.35866], [1.12359, 6.69325, -4.49652], [0.18780, 6.06131, -3.68321], [-0.62546, 6.81159, -2.84667], [-0.50082, 8.19827, -2.81262], [0.42682, 8.83329, -3.62582], [1.23482, 8.08345, -4.47682], [2.19925, 8.77501, -5.36840], [2.30648, 9.98537, -5.34268], [5.23861, 5.87414, -8.67897], [5.34137, 8.34810, -8.73948], [3.94186, 9.68219, -7.20853], [3.70479, 4.73724, -7.11755], [0.08871, 4.98394, -3.70334], [-1.35700, 6.31687, -2.21788], [-1.13166, 8.78379, -2.15365], [0.51722, 9.91281, -3.59973], [-0.57920, -5.83124, -2.29530], [-0.18934, -5.75778, -0.96049], [-0.70663, -6.65175, -0.03546], [-1.62573, -7.61632, -0.43681], [-2.03503, -7.67517, -1.76978], [-1.50043, -6.78724, -2.69983], [-3.05122, -8.66666, -2.20343], [-3.40542, -8.72097, -3.36475], [-3.63279, -9.58389, -1.19208], [-4.62797, -10.48105, -1.56999], [-5.16902, -11.35199, -0.63492], [-4.71181, -11.33692, 0.68009], [-3.72424, -10.44104, 1.06296], [-3.18864, -9.55569, 0.13113], [-2.15866, -8.57822, 0.55945], [-1.76050, -8.56031, 1.71038], [-0.16749, -5.13769, -3.01954], [0.51931, -5.00494, -0.64335], [-0.39578, -6.59372, 1.00102], [-1.80526, -6.83768, -3.73846], [-4.98542, -10.49942, -2.59281], [-5.94728, -12.04606, -0.93038], [-5.13024, -12.02269, 1.40772], [-3.37496, -10.42986, 2.08861]], "forces_ev_per_a": [[0.331, 0.491, -0.655], [-1.084, 0.820, -0.389], [0.861, -1.472, -1.072], [0.836, 1.438, 0.985], [-2.108, -0.555, 1.081], [0.113, 0.513, -1.033], [-0.527, -0.001, -0.365], [-1.306, -0.619, -0.109], [-1.299, -2.363, 0.878], [1.947, -0.086, 0.186], [1.993, -0.188, 0.550], [1.154, -0.116, 0.413], [0.169, 0.217, -0.927], [0.312, 0.044, 1.665], [-1.469, 0.081, -0.572], [-0.666, 0.091, -0.550], [0.664, 0.216, 0.919], [-1.603, 2.304, -1.201], [-0.599, -0.564, -0.622], [0.945, -0.410, 0.050], [-0.286, 1.009, 0.543], [-0.600, -0.909, 0.024], [0.416, 0.486, 1.005], [0.138, -0.446, 0.013], [-0.996, -0.593, 0.146], [0.135, -0.913, 0.543], [0.361, 0.169, 0.068], [0.081, 0.057, -0.957], [1.136, -0.072, 0.380], [0.757, 0.749, -0.056], [-0.621, 0.509, -0.970], [0.783, -0.658, 0.584], [-0.121, 1.028, -0.546], [-0.084, -0.038, 0.098], [-0.038, 0.005, 0.081], [0.070, -0.053, -0.194], [0.068, -0.006, -0.091], [0.178, -0.156, -0.045], [0.093, -0.106, -0.142], [-0.449, 0.302, -0.470], [0.129, -0.056, 0.104], [-0.013, 0.042, 0.243], [-0.117, 0.094, 0.129], [0.085, -0.078, -0.054], [0.040, -0.035, -0.071], [-0.119, 0.094, 0.123], [-0.068, 0.042, 0.075], [0.248, -0.170, 0.279], [0.097, -0.155, 0.100], [-0.011, -0.004, 0.066], [-0.055, 0.046, 0.001], [-0.129, 0.085, 0.034], [-0.036, 0.043, 0.177], [0.125, -0.127, -0.062], [0.049, -0.045, -0.030], [0.014, -0.004, -0.069], [0.036, 0.008, -0.159], [-0.069, 0.037, 0.070], [-0.075, -0.040, 0.092], [0.150, 0.019, -0.153], [0.078, -0.170, -0.124], [0.111, 0.117, -0.097], [0.133, -0.018, -0.151], [0.022, -0.649, -0.056], [-0.025, 0.125, 0.043], [-0.122, 0.149, 0.099], [-0.174, 0.061, 0.176], [0.126, 0.044, -0.073], [0.085, -0.034, -0.073], [-0.166, 0.015, 0.151], [-0.149, -0.126, 0.138], [0.104, 0.710, -0.046], [-0.035, -0.165, 0.022], [-0.044, 0.032, 0.043], [-0.039, -0.026, 0.052], [-0.103, -0.080, 0.132], [-0.118, 0.094, 0.096], [0.171, 0.102, -0.104], [0.036, 0.033, -0.045], [0.036, -0.029, -0.051], [0.103, -0.094, -0.130], [-0.095, -0.138, 0.075], [-0.012, -0.101, -0.139], [0.126, 0.183, -0.043], [0.026, 0.125, -0.154], [0.158, 0.147, 0.085], [0.109, 0.180, -0.053], [-0.208, -0.059, -0.655], [0.048, 0.024, 0.150], [-0.086, -0.115, 0.185], [-0.145, -0.157, 0.026], [0.094, 0.083, 0.009], [0.053, 0.080, -0.054], [-0.140, -0.144, 0.058], [-0.121, -0.117, -0.073], [0.192, -0.032, 0.622], [-0.061, 0.053, -0.117], [-0.024, -0.055, 0.034], [-0.046, -0.099, -0.044], [-0.082, -0.144, -0.057], [-0.089, -0.118, 0.121], [0.150, 0.109, 0.041], [0.056, 0.044, 0.009], [0.032, 0.044, -0.044], [0.069, 0.119, -0.119]], "e_lumo_ha": -0.176, "e_homo_ha": -0.405, "e_tot_ha": -2950.19277, "total_charge": 1}